Entry 1:
ORCA calculation (ωB97M-V/def2-TZVPD) on C26H34FI2N4O6PdS2 as an isolated structure.

As for the frontier orbital gap: 0.25860 hartree. The calculation puts the energy above the lowest of the compared OMol25 structures with the same formula, charge and spin at 18.8 kcal per mole. For the HOMO energy, the calculation gives -0.4177 hartree.

```
! RIJCOSX wB97M-V def2-TZVPD def2/J DEFGRID3
* xyz 1 1
I 0.236 -4.070 2.969
I 0.283 -5.958 1.117
Pd 0.083 -1.905 1.231
S -0.264 1.554 1.775
S -3.087 -2.119 0.873
F 6.323 -2.215 0.644
O 5.725 -0.381 -1.373
O 1.814 -1.252 1.801
O 2.853 1.787 1.398
O -0.567 0.393 0.839
O 0.791 -0.701 3.700
O -1.683 -2.669 0.570
N 4.382 0.745 0.079
N 0.976 -1.566 -0.746
N 4.010 0.022 2.259
N 0.438 -2.163 -1.916
C -2.851 0.296 -2.340
C 1.294 -2.036 -3.124
C 4.871 -1.034 2.021
C -2.905 -1.205 2.451
C -1.405 4.095 -1.145
C -1.711 1.638 2.862
C -3.709 0.075 2.673
C -0.957 5.313 -0.656
C -0.545 3.016 0.802
C -4.147 0.785 -2.430
C 5.257 -0.288 -0.267
C -5.112 0.384 -1.514
C -0.288 5.380 0.560
C 3.689 0.918 1.258
C 0.558 -2.815 -4.207
C -0.067 4.224 1.293
C -3.035 1.344 2.148
C 3.086 -0.043 3.375
C -1.198 2.932 -0.416
C -3.453 -0.914 -0.379
C 5.485 -1.201 0.850
C -4.775 -0.495 -0.498
C 1.380 -0.560 -3.500
C 1.772 -0.702 2.974
C 2.694 -2.619 -2.918
C -2.491 -0.561 -1.310
H 0.303 -3.148 -1.707
H 1.926 -0.444 -4.436
H 0.831 -0.559 -0.787
H -1.833 -1.017 2.552
H -4.416 1.454 -3.237
H -2.866 1.254 1.075
H -1.915 4.048 -2.099
H 3.292 -2.057 -2.196
H 0.076 6.329 0.928
H -1.525 1.969 -0.782
H -1.494 -0.975 -1.257
H -4.713 -0.018 2.262
H 1.976 -1.734 -0.629
H 0.381 -0.138 -3.630
H 4.184 1.423 -0.644
H -3.716 2.184 2.288
H -5.539 -0.863 0.175
H 2.868 0.957 3.742
H -1.117 6.216 -1.230
H 5.026 -1.724 2.839
H -2.114 0.577 -3.083
H -6.132 0.730 -1.610
H 0.486 -3.873 -3.946
H 1.910 0.024 -2.745
H 0.483 4.258 2.225
H 3.537 -0.615 4.185
H -1.481 0.906 3.642
H 1.092 -2.742 -5.154
H -3.179 -1.965 3.183
H -0.450 -2.424 -4.342
H -1.682 2.622 3.329
H 3.251 -2.588 -3.854
H -3.844 0.168 3.753
H 2.643 -3.662 -2.597
*
```

Results of the Mulliken charge analysis, in e, for atoms 1 through 8:
1 I 0.163
2 I -0.053
3 Pd -0.300
4 S 0.573
5 S -0.013
6 F -0.319
7 O -0.603
8 O -0.377

Entry 2:
ORCA calculation (ωB97M-V/def2-TZVPD) on C26H34FeIN5O3 as an isolated structure.

As for the frontier orbital gap (spin up / spin down): 0.29215 / 0.27825 hartree. The calculation puts the energy above the lowest of the compared OMol25 structures with the same formula, charge and spin at 0.0 kcal per mole. For the HOMO energy (spin up / spin down), the calculation gives -0.3897 / -0.3878 hartree.

```
! RIJCOSX wB97M-V def2-TZVPD def2/J DEFGRID3
* xyz 1 2
I -3.643 -2.780 -4.423
Fe 0.761 0.201 0.292
O 0.547 -1.545 -0.366
O -0.785 -0.477 1.427
O -0.157 0.940 -1.124
N 2.313 0.405 -0.880
N 2.268 -0.333 1.805
N 0.525 1.964 1.303
N -4.223 -1.416 -0.501
N -2.956 -0.983 -0.638
C -3.338 3.571 -1.139
C 0.327 -3.569 -3.343
C -2.464 3.568 -0.083
C -2.048 1.819 -2.205
C 1.649 -0.137 3.137
C 2.424 -0.181 -2.013
C 1.474 1.331 3.544
C -1.382 2.669 -0.046
C 0.137 -3.130 -2.050
C 1.373 2.364 2.423
C -3.662 -2.007 -2.517
C -1.931 0.123 2.064
C 3.629 0.288 1.832
C 1.628 -1.282 -2.478
C 0.762 -1.959 -1.596
C -1.182 1.761 -1.102
C -2.751 -0.947 2.749
C -2.611 -1.342 -1.862
C -3.108 2.696 -2.209
C 1.815 -1.757 -3.786
C 1.160 -2.880 -4.230
C -4.689 -2.031 -1.606
C 3.363 1.325 -0.474
C 4.277 0.572 0.485
C -0.437 2.773 1.022
C 2.460 -1.793 1.617
H -0.514 -3.662 -1.368
H 1.298 -3.236 -5.241
H -1.868 1.160 -3.043
H -1.086 -1.191 0.832
H -2.591 4.264 0.739
H 2.306 1.648 4.176
H 0.999 3.295 2.855
H 3.920 1.681 -1.343
H 1.503 -2.303 1.667
H -1.633 -1.102 -2.242
H 2.358 2.601 2.024
H -5.688 -2.427 -1.667
H 4.589 -0.357 0.002
H 3.237 0.137 -2.668
H 4.276 -0.377 2.414
H -0.562 3.646 1.665
H -3.625 -0.501 3.226
H 2.492 -1.223 -4.443
H 0.587 1.393 4.177
H 3.574 1.215 2.391
H -3.088 -1.695 2.031
H -1.531 0.824 2.796
H 2.898 -1.988 0.642
H 3.121 -2.177 2.399
H -2.506 0.669 1.320
H -4.730 -1.219 0.344
H 2.255 -0.649 3.893
H -3.772 2.713 -3.063
H -4.173 4.257 -1.164
H -2.169 -1.456 3.518
H 2.904 2.191 0.006
H 0.687 -0.640 3.102
H -0.183 -4.464 -3.675
H 5.186 1.147 0.672
*
```

Results of the natural (NBO) charge analysis, in e, for atoms 1 through 8:
1 I 0.205
2 Fe 1.298
3 O -0.754
4 O -0.748
5 O -0.674
6 N -0.443
7 N -0.444
8 N -0.508

Entry 3:
ORCA calculation (ωB97M-V/def2-TZVPD) on C26H34IN4O2PdSi2 as an isolated structure.

As for the frontier orbital gap: 0.17908 hartree. The calculation puts the energy above the lowest of the compared OMol25 structures with the same formula, charge and spin at 19.6 kcal per mole. For the HOMO energy, the calculation gives -0.1153 hartree.

```
! RIJCOSX wB97M-V def2-TZVPD def2/J DEFGRID3
* xyz -1 1
I 3.181 -0.370 -0.437
Pd 0.520 -0.396 -0.603
Si 0.498 -3.191 -1.931
Si 0.367 0.646 2.792
O -2.206 4.507 0.900
O -1.381 -0.363 -1.540
N 0.455 -0.668 1.748
N 0.631 1.649 -0.939
N -4.510 1.262 -1.385
N 0.410 -2.344 -0.439
C 1.685 1.947 2.421
C -0.450 2.361 -0.838
C 3.094 1.668 -0.850
C 4.304 2.343 -0.939
C 0.412 -4.858 2.308
C -2.847 2.908 -0.845
C -3.995 -1.046 -1.890
C 0.470 -2.029 1.970
C -1.807 1.931 -0.980
C -2.564 4.336 -0.470
C -1.277 1.575 2.645
C 0.543 0.352 4.652
C 2.022 -4.295 -2.034
C 0.426 -2.904 0.848
C 0.655 -2.005 -3.373
C -4.137 2.531 -1.053
C 3.150 4.344 -1.541
C -3.598 0.352 -1.535
C -2.171 0.610 -1.351
C 0.484 -4.026 3.407
C 0.381 -4.280 1.036
C 1.946 3.667 -1.456
C 4.338 3.688 -1.266
C 1.881 2.328 -1.056
C 0.513 -2.643 3.231
C -1.009 -4.253 -2.287
H -1.767 4.752 -1.097
H -3.486 -1.764 -1.245
H -0.255 -0.280 5.046
H 1.736 2.686 3.226
H 0.378 -5.935 2.417
H -1.161 2.622 2.948
H 1.567 -1.408 -3.319
H 0.317 -4.929 0.171
H 1.041 4.188 -1.732
H 0.697 -2.600 -4.292
H -3.693 -1.281 -2.914
H 3.153 5.384 -1.843
H 0.516 -4.440 4.409
H 2.928 -3.699 -1.885
H 0.565 -2.011 4.103
H -0.327 3.427 -0.662
H -5.074 -1.148 -1.799
H -2.038 1.128 3.290
H -4.939 3.255 -0.958
H -0.934 -4.704 -3.281
H -1.908 -3.633 -2.259
H 1.500 -0.112 4.906
H 0.490 1.318 5.166
H -0.197 -1.328 -3.437
H -2.049 3.641 1.296
H -1.134 -5.056 -1.558
H 2.089 -4.763 -3.020
H 2.670 1.483 2.321
H -3.457 4.935 -0.658
H -1.645 1.521 1.618
H 1.476 2.492 1.498
H 5.223 1.803 -0.757
H 2.021 -5.084 -1.281
H 5.286 4.205 -1.335
*
```

Results of the natural (NBO) charge analysis, in e, for atoms 1 through 8:
1 I 0.324
2 Pd 0.899
3 Si 1.825
4 Si 1.848
5 O -0.734
6 O -0.692
7 N -1.243
8 N -0.541

Entry 4:
ORCA calculation (ωB97M-V/def2-TZVPD) on C26H34MgNO2 as an isolated structure at a distorted geometry.

As for the frontier orbital gap: 0.18932 hartree. For the HOMO energy, the calculation gives -0.1033 hartree.

```
! RIJCOSX wB97M-V def2-TZVPD def2/J DEFGRID3
* xyz -1 1
Mg -0.481 0.051 1.118
O -0.227 -1.305 -0.714
O -0.775 0.298 2.902
N 0.440 -2.352 -2.650
C 3.363 -0.408 -1.716
C 0.633 -1.938 -1.385
C -0.882 -2.358 -3.299
C 2.238 -0.260 0.510
C -1.180 0.684 4.175
C -1.656 1.318 -5.383
C 1.616 0.521 2.582
C 2.109 1.164 0.425
C -0.498 1.929 4.698
C -1.295 2.421 -0.121
C 2.900 -1.187 -0.476
C -1.616 1.437 -1.098
C -1.146 -1.090 -4.063
C -2.793 0.927 0.830
C -0.376 0.757 -5.425
C 1.685 1.641 1.693
C 1.956 -2.360 -0.828
C -2.432 -0.540 -4.050
C -0.124 -0.460 -4.780
C -2.670 0.979 4.228
C 4.131 -1.784 0.229
C 1.874 -0.655 1.821
C -2.055 2.141 1.058
C -2.685 0.672 -4.689
C -0.887 -0.535 5.068
C -2.522 0.506 -0.523
H 0.431 1.253 -5.965
H 2.536 0.136 -2.196
H 2.494 -3.003 -1.536
H 4.137 0.322 -1.422
H -0.731 2.766 4.050
H -2.938 1.197 5.270
H 1.614 0.536 3.671
H -0.905 -3.214 -3.988
H 1.503 2.685 1.961
H -3.690 1.095 -4.646
H -1.415 -1.413 4.649
H 2.369 1.769 -0.450
H -1.646 -2.514 -2.532
H -1.211 -0.361 6.111
H -3.217 -1.078 -3.511
H -1.296 1.446 -2.135
H -0.643 3.280 -0.265
H 1.068 -3.080 -2.981
H 0.179 -0.828 5.055
H 1.914 -1.672 2.216
H -1.859 2.260 -5.890
H -0.839 2.199 5.699
H 0.580 1.855 4.736
H 3.825 -2.472 1.030
H -3.480 0.467 1.554
H 0.866 -0.922 -4.811
H -3.293 0.166 3.840
H -2.107 2.771 1.955
H 3.803 -1.100 -2.446
H 1.755 -2.951 0.077
H -3.009 -0.318 -1.038
H -2.930 1.850 3.623
H 4.755 -0.990 0.669
H 4.738 -2.352 -0.489
*
```

Results of the natural (NBO) charge analysis, in e, for atoms 1 through 8:
1 Mg 1.861
2 O -0.708
3 O -1.097
4 N -0.598
5 C -0.608
6 C 0.716
7 C -0.240
8 C -0.202

Entry 5:
ORCA calculation (ωB97M-V/def2-TZVPD) on one molecule with the formula C26H34N6O2S at a distorted geometry.

As for the frontier orbital gap: 0.30183 hartree. The calculation puts the energy above the lowest of the compared OMol25 structures with the same formula, charge and spin at 23.5 kcal per mole. As for the structure (SMILES): CCOc1ccc2[nH]c(=O)c(CN(Cc3cccs3)[C@@H](CC)c3nnnn3C(C)(C)CC)cc2c1. For the HOMO energy, the calculation gives -0.2884 hartree.

```
! RIJCOSX wB97M-V def2-TZVPD def2/J DEFGRID3
* xyz 0 1
S -0.923 3.431 -2.094
O 0.540 -3.489 -3.345
O 3.385 2.034 1.030
N 3.273 0.303 -0.405
N -0.643 -1.152 1.993
N -2.119 -0.098 0.821
N -2.139 -1.385 0.517
N -0.715 2.466 1.301
N -1.284 -2.020 1.196
C -1.915 1.775 3.356
C 0.582 0.628 -0.682
C 1.497 -3.181 1.074
C -2.521 1.614 -2.920
C -1.584 3.085 4.056
C 1.261 1.506 0.087
C -1.180 0.073 1.727
C -2.706 1.686 -1.520
C 0.487 -1.428 -2.044
C 2.699 1.342 0.294
C -0.201 -2.953 3.524
C 0.386 -1.693 2.878
C 1.215 -0.482 -1.316
C 2.531 -2.601 -2.514
C -1.538 -4.033 -2.153
C 1.641 -2.010 2.038
C -1.593 2.494 -3.370
C -0.873 -3.541 -3.435
C 2.605 -0.613 -1.178
C -1.837 2.971 0.536
C -1.905 2.607 -0.918
C 0.780 -0.716 3.987
C 0.618 2.675 0.796
C 3.257 -1.677 -1.803
C 1.133 -2.499 -2.630
C -0.857 1.426 2.290
H 0.572 -3.476 4.079
H -1.953 0.964 4.088
H 4.329 -1.775 -1.715
H 1.412 -4.120 1.613
H 4.276 0.202 -0.294
H -2.356 3.333 4.780
H -3.061 0.937 -3.558
H 0.619 -3.060 0.447
H 3.016 -3.436 -2.994
H -1.513 3.889 3.330
H -0.095 -0.288 4.469
H -1.817 4.070 0.607
H 0.114 1.381 2.785
H -2.597 -4.193 -2.337
H -1.252 2.657 -4.373
H -0.633 3.009 4.577
H 0.591 3.531 0.115
H 2.371 -3.234 0.430
H 1.419 0.080 3.612
H -1.437 -3.316 -1.342
H -2.753 2.612 1.003
H 1.344 -1.261 4.740
H -1.275 -2.566 -3.735
H -1.057 -4.253 -4.244
H 2.459 -2.214 2.732
H -1.088 -4.973 -1.844
H -0.481 0.740 -0.829
H 1.903 -1.109 1.478
H -0.999 -2.679 4.212
H -0.611 -3.614 2.768
H 1.282 2.950 1.628
H -2.900 1.832 2.893
H -0.581 -1.293 -2.112
H -3.385 1.057 -0.973
*
```

Results of the natural (NBO) charge analysis, in e, for atoms 1 through 8:
1 S 0.419
2 O -0.495
3 O -0.641
4 N -0.564
5 N -0.208
6 N -0.347
7 N -0.072
8 N -0.452

Entry 6:
ORCA calculation (ωB97M-V/def2-TZVPD) on one molecule with the formula C26H34N6O3 at a distorted geometry.

As for the frontier orbital gap: 0.30423 hartree. The calculation puts the energy above the lowest of the compared OMol25 structures with the same formula, charge and spin at 47.7 kcal per mole. As for the structure (SMILES): CCC[C@H](c1nnnn1C(C)(C)CC)N(Cc1ccco1)Cc1cc2ccc(OC)cc2[nH]c1=O. For the HOMO energy, the calculation gives -0.2856 hartree.

```
! RIJCOSX wB97M-V def2-TZVPD def2/J DEFGRID3
* xyz 0 1
O -4.621 -0.751 0.422
O 6.654 0.604 -0.140
O 1.012 -3.609 0.539
N 2.799 -2.249 0.384
N -1.474 -0.786 1.428
N 0.663 -0.936 -1.239
N 0.215 1.075 -0.608
N 1.623 -0.118 -1.631
N 1.376 1.070 -1.274
C -0.844 3.087 -1.443
C -1.785 -2.133 -0.702
C -1.367 2.240 0.898
C 0.882 3.164 0.374
C 7.261 -0.273 -1.060
C -5.563 0.145 0.088
C -0.527 -1.728 2.030
C -2.146 -1.985 -2.177
C -1.495 -0.775 -0.040
C -0.227 -0.211 -0.591
C 3.632 1.027 1.770
C -4.391 1.008 1.758
C 2.903 -0.134 1.478
C 3.484 -1.096 0.630
C 5.433 0.285 0.354
C 4.870 1.234 1.225
C -2.794 -1.032 2.022
C 0.894 -1.490 1.615
C -5.473 1.249 0.875
C -0.305 2.369 -0.187
C -3.900 -0.225 1.437
C -1.913 2.316 -2.210
C 1.523 -2.537 0.811
C 1.581 -0.375 1.952
C 4.743 -0.880 0.069
C -2.509 -3.331 -2.790
H -2.745 -3.220 -3.847
H -2.337 1.979 0.489
H -6.093 2.121 0.839
H -2.298 -0.082 -0.318
H -1.296 -1.564 -2.717
H -0.780 -2.771 1.793
H 0.575 4.185 0.582
H 1.109 0.381 2.566
H -1.466 3.195 1.408
H -2.629 -2.595 -0.186
H 5.436 2.126 1.436
H -6.228 -0.117 -0.710
H -1.676 -4.022 -2.692
H 7.472 -1.247 -0.606
H -1.090 1.476 1.619
H 1.232 2.707 1.295
H -2.707 -0.777 3.083
H -3.073 -2.096 1.948
H -2.991 -1.296 -2.281
H 5.147 -1.632 -0.590
H 0.001 3.270 -2.110
H -1.247 4.052 -1.131
H -2.195 2.873 -3.100
H 6.639 -0.411 -1.949
H 3.205 -2.928 -0.249
H -3.373 -3.759 -2.287
H 1.702 3.175 -0.338
H -1.544 1.343 -2.528
H -0.916 -2.782 -0.606
H -4.030 1.658 2.528
H 3.204 1.762 2.435
H 8.199 0.201 -1.344
H -2.810 2.167 -1.612
H -0.609 -1.591 3.115
*
```

Results of the natural (NBO) charge analysis, in e, for atoms 1 through 8:
1 O -0.406
2 O -0.484
3 O -0.638
4 N -0.582
5 N -0.438
6 N -0.351
7 N -0.242
8 N -0.074

Entry 7:
ORCA calculation (ωB97M-V/def2-TZVPD) on C26H35CsN4O7P2S4 as an isolated structure at a distorted geometry.

As for the frontier orbital gap: 0.18697 hartree. For the HOMO energy, the calculation gives -0.0537 hartree.

```
! RIJCOSX wB97M-V def2-TZVPD def2/J DEFGRID3
* xyz -2 1
Cs 0.749 0.978 -0.510
S 0.148 -2.166 -0.051
S 1.736 -0.293 2.225
S 5.322 1.979 -4.247
S 4.709 2.111 -0.830
P -1.110 1.548 -3.424
P -2.212 2.877 -0.991
O -2.536 0.183 -1.844
O -3.498 3.380 -0.451
O 0.201 1.671 -2.756
O -1.326 0.173 -4.227
O -1.567 4.016 -1.987
O -1.105 2.431 -0.079
O -1.320 2.584 -4.624
N -3.513 -1.716 1.931
N 3.395 -1.252 -1.010
N -2.919 0.248 0.852
N -2.695 0.084 3.213
C -1.703 1.161 3.182
C -3.023 -0.425 1.933
C 3.518 -2.922 0.700
C 2.896 -2.325 -0.389
C 4.649 -2.313 1.215
C 1.297 -2.465 3.848
C 3.021 3.437 -4.324
C 2.019 4.247 -3.829
C -3.838 1.884 -3.032
C 1.839 4.376 -2.454
C 0.269 -4.554 3.196
C -3.826 -2.286 0.630
C 0.066 -4.016 1.936
C 5.148 -1.182 0.597
C 0.888 -3.748 4.156
C 1.131 -1.879 2.559
C 2.650 3.634 -1.611
C 1.604 -2.862 -0.932
C -3.071 -2.689 2.925
C -2.541 1.551 -2.292
C 4.513 -0.695 -0.543
C 5.120 0.414 -1.358
C 0.476 -2.716 1.609
C -3.884 0.437 3.984
C 3.676 2.812 -2.100
C 3.943 2.737 -3.500
H -4.437 -1.593 0.052
H -0.059 -5.560 3.432
H -0.423 -4.606 1.166
H -0.594 3.936 -1.925
H -1.423 1.389 4.211
H -3.959 1.243 -3.909
H 1.107 5.066 -2.043
H 6.030 -0.678 0.975
H -3.848 2.929 -3.345
H -2.767 -2.182 3.834
H -2.920 -2.506 0.054
H 1.051 -4.135 5.159
H -4.397 1.316 3.568
H 1.788 -1.855 4.597
H -2.713 0.132 -0.869
H -3.592 0.662 5.012
H -4.584 -0.399 3.997
H 3.099 -3.814 1.152
H 4.832 0.333 -2.400
H 1.393 4.813 -4.516
H -4.668 1.727 -2.344
H -4.383 -3.211 0.787
H -2.219 -3.275 2.565
H -1.601 -0.500 -3.572
H -3.894 -3.373 3.148
H -2.078 2.083 2.714
H 1.548 -3.947 -0.844
H -2.622 1.209 1.006
H -0.805 0.839 2.652
H 1.482 -2.553 -1.969
H 3.184 3.364 -5.391
H 2.529 3.746 -0.539
H -0.690 3.315 -4.500
H 6.206 0.357 -1.314
H 5.130 -2.718 2.097
*
```

Results of the Mulliken charge analysis, in e, for atoms 1 through 8:
1 Cs 1.343
2 S 0.027
3 S -0.130
4 S -0.576
5 S -0.144
6 P 0.287
7 P 0.904
8 O -0.529

Asked for calculated total energy across the records above, the calculation gives -89823.090; -83590.028; -64909.158; -38545.340; -51384.589; -42596.281; -110298.326 eV in order.